(1)
Molecular formula: C8H17Br2LaNO2PS2
Method: DFT, ωB97M-V/def2-TZVPD

Output
Gap between HOMO and LUMO (alpha / beta) in eV: 5.93 / 5.81
Total charge: +2
Electronic energy in Eh: -6836.99760
Highest occupied orbital energy (alpha / beta) in eV: -13.2338 / -13.3459

Each line ends with the Mulliken charge.
Element x y z (Å)
La  3.056  -1.186  0.044  1.49
Br  3.417  -0.018  3.387  -0.11
C  3.408  1.875  2.989  -0.37
Br  3.294  2.201  1.085  -0.09
H  4.333  2.301  3.351  0.38
H  2.538  2.316  3.458  0.36
N  7.070  -0.708  0.791  -0.01
C  5.925  -0.626  0.857  -0.25
H  8.076  -0.742  0.779  0.35
C  -0.440  1.635  -1.876  -1.09
C  -1.649  1.738  -0.977  0.62
C  -1.499  2.748  0.132  -1.38
O  -1.934  0.364  -0.467  -0.17
P  -1.540  -0.397  0.811  0.59
S  -1.826  0.346  2.643  -0.21
S  0.326  -0.175  1.630  -0.37
O  -2.007  -1.859  0.656  -0.36
C  -2.279  -2.677  -0.557  0.42
C  -1.059  -2.676  -1.452  -0.86
C  -3.550  -2.224  -1.231  -1.23
H  -0.275  2.594  -2.366  0.47
H  -0.591  0.883  -2.652  0.32
H  0.447  1.385  -1.288  0.08
H  -2.542  1.946  -1.561  0.19
H  -0.598  2.560  0.719  0.32
H  -2.368  2.756  0.786  0.39
H  -1.412  3.738  -0.318  0.46
H  -2.420  -3.658  -0.113  0.35
H  -0.868  -1.677  -1.852  0.14
H  -1.231  -3.350  -2.292  0.44
H  -0.182  -3.036  -0.904  0.13
H  -3.425  -1.260  -1.722  0.22
H  -4.361  -2.159  -0.507  0.37
H  -3.835  -2.960  -1.983  0.44

---

(2)
Molecular formula: C4H8O2
Method: DFT, ωB97M-V/def2-TZVPD

Output
Gap between HOMO and LUMO in eV: 11.13
Electronic energy in Eh: -307.61770
SMILES string: COC[C@H]1CO1
Highest occupied orbital energy in eV: -10.0787

Each line ends with the Mulliken charge.
Element x y z (Å)
C  0.343  -2.208  0.211  -0.71
O  0.300  -0.958  -0.420  -0.29
C  0.517  0.121  0.460  -0.66
C  0.246  1.357  -0.365  0.20
C  -1.141  1.722  -0.628  -0.41
O  -0.332  2.482  0.272  -0.46
H  1.327  -2.407  0.661  0.29
H  -0.426  -2.285  0.994  0.30
H  0.143  -2.961  -0.556  0.24
H  1.545  0.088  0.863  0.33
H  -0.171  0.093  1.322  0.34
H  1.008  1.588  -1.110  0.36
H  -1.935  1.146  -0.152  0.20
H  -1.425  2.223  -1.553  0.26

---

> Which of these has the highest electronic energy?

C4H8O2